1.
Entry from OMol25: a structure of composition C40H96B2F8N5O3 in a non-equilibrium geometry (ωB97M-V/def2-TZVPD).

```
154
Properties=species:S:1:pos:R:3:forces:R:3:lowdin_charge:R:1
C -6.067 1.955 -2.698 -0.7 -0.1 -0.2 -0.061
C -4.657 2.019 -2.235 1.3 -1.5 1.3 -0.126
N -4.042 0.613 -1.769 -1.7 -1.2 0.2 -0.159
C -4.933 0.053 -0.638 1.5 0.0 0.2 0.035
C -4.132 -0.523 -2.863 0.3 3.4 -1.0 -0.106
C -3.407 -0.034 -4.192 -1.0 -1.5 1.3 -0.004
C -2.547 0.670 -1.282 -3.7 0.6 -0.5 -0.062
C -2.312 1.135 0.136 -3.3 5.1 -2.3 -0.187
O -2.815 2.533 0.144 0.2 -0.6 1.3 -0.142
C -2.699 3.032 1.485 0.3 0.7 -0.7 -0.069
H -6.269 2.956 -3.078 -0.2 0.0 -0.1 0.107
H -6.802 1.761 -1.916 0.2 0.1 0.2 0.092
H -6.280 1.233 -3.486 0.2 0.1 -0.2 0.087
H -4.580 2.537 -1.279 0.1 0.5 -0.4 0.114
H -3.983 2.427 -2.988 0.1 -0.1 0.2 0.127
H -4.266 -0.667 -0.164 -0.3 -0.4 0.1 0.094
H -5.829 -0.472 -0.970 0.1 0.4 -0.3 0.116
H -5.151 0.780 0.144 -0.1 0.3 -0.4 0.115
H -5.176 -0.746 -3.082 0.0 0.3 0.2 0.130
H -3.665 -1.399 -2.413 -2.9 2.6 -0.3 0.032
H -3.536 -0.898 -4.844 0.2 0.1 -0.4 0.092
H -2.339 0.143 -4.061 -0.1 0.2 0.0 0.058
H -3.930 0.798 -4.662 0.2 0.0 0.2 0.084
H -2.077 1.392 -1.950 -1.2 -0.5 -0.1 0.117
H -2.046 -0.297 -1.338 -3.9 1.2 -0.9 0.086
H -1.237 1.255 0.275 -2.7 0.5 0.0 0.080
H -2.776 0.469 0.863 -1.7 2.3 -0.5 0.091
H -1.730 2.845 1.947 -0.2 0.7 -1.6 0.046
H -3.422 2.531 2.130 -0.4 0.2 0.1 0.098
H -2.738 4.119 1.558 -0.9 0.0 -0.5 0.119
C 0.610 0.509 -3.760 1.1 3.5 -0.5 -0.058
C 1.550 1.237 -2.767 -0.6 0.3 -0.7 -0.102
N 1.104 2.610 -2.226 -0.6 0.3 -0.1 -0.121
C -0.115 2.400 -1.258 1.0 2.6 -1.0 0.051
C 2.336 3.227 -1.431 -0.2 -0.2 -1.1 -0.013
C 3.144 2.281 -0.530 -1.2 5.8 -4.3 -0.073
C 0.645 3.562 -3.434 0.0 -0.6 2.0 -0.021
C 0.608 5.054 -3.058 -0.1 -0.7 1.0 -0.158
O 0.013 5.196 -1.737 0.0 -0.3 -1.2 -0.235
C -0.084 6.542 -1.353 0.9 1.4 0.4 -0.098
H 0.579 1.115 -4.666 -0.3 -0.1 -0.2 0.101
H -0.377 0.489 -3.297 -0.1 -0.6 -0.7 0.063
H 1.074 -0.451 -3.985 -0.2 2.4 -0.9 0.038
H 2.528 1.313 -3.242 -0.5 0.5 0.2 0.141
H 1.634 0.684 -1.831 0.3 0.8 -2.7 0.069
H -0.586 3.337 -0.960 0.5 0.2 -0.5 0.115
H 0.194 1.935 -0.321 0.6 1.1 -1.2 0.105
H -0.868 1.795 -1.762 1.7 2.0 0.0 0.065
H 1.866 4.079 -0.940 0.3 -0.1 0.3 0.120
H 2.934 3.607 -2.259 0.2 0.1 0.0 0.134
H 2.611 1.578 0.111 -2.5 7.7 -3.6 -0.069
H 3.731 2.845 0.195 -1.2 1.3 -2.0 0.104
H 3.748 1.550 -1.068 -0.5 3.2 0.8 0.078
H -0.348 3.161 -3.640 0.0 0.3 -0.2 0.122
H 1.301 3.391 -4.288 0.1 -0.1 0.2 0.141
H 0.044 5.591 -3.820 -0.2 0.0 0.0 0.136
H 1.619 5.463 -3.070 0.1 0.1 0.2 0.131
H -0.640 6.740 -0.437 -0.9 -0.8 -0.4 0.094
H -0.392 7.185 -2.177 -0.4 0.0 0.1 0.099
H 0.867 6.949 -1.008 0.7 -0.2 -0.4 0.093
C -1.702 -0.971 1.510 -0.6 -1.8 2.9 -0.072
C -2.309 -0.674 2.894 1.4 1.1 0.3 -0.005
N -1.364 0.186 3.900 -1.3 -1.1 -0.4 -0.190
C -0.886 1.457 3.170 -1.6 -0.3 2.2 0.039
C -2.179 0.460 5.210 -0.6 1.0 -0.3 -0.105
C -3.495 1.286 5.077 0.1 0.0 -0.8 -0.045
C -0.155 -0.623 4.280 -0.8 -0.5 -0.1 -0.099
C -0.353 -2.125 4.722 1.5 0.5 -2.5 -0.057
O -0.302 -3.002 3.501 -1.8 1.0 1.0 -0.170
C 0.972 -3.413 2.986 -2.2 -0.6 1.3 -0.105
H -1.740 -0.110 0.842 1.2 -3.3 1.7 0.015
H -2.332 -1.749 1.079 -1.0 0.4 1.7 0.111
H -0.729 -1.457 1.438 -1.5 0.2 2.0 0.101
H -2.605 -1.568 3.442 0.3 0.0 -0.1 0.137
H -3.199 -0.061 2.753 0.0 0.1 0.2 0.107
H -0.235 1.307 2.309 -0.4 -0.1 1.6 0.094
H -0.468 2.152 3.898 0.3 -0.2 0.2 0.136
H -1.816 1.927 2.850 0.7 -1.1 0.9 0.031
H -1.455 0.917 5.884 -0.1 0.1 0.0 0.133
H -2.495 -0.489 5.644 0.4 -0.2 -0.3 0.122
H -4.112 1.336 5.974 0.5 -0.5 0.4 0.097
H -4.160 0.823 4.348 0.0 -0.1 -0.1 0.067
H -3.426 2.335 4.789 0.6 0.0 -0.1 0.079
H 0.412 -0.051 5.015 -0.3 0.0 0.4 0.150
H 0.469 -0.486 3.397 -2.1 -1.3 0.6 0.054
H -1.244 -2.250 5.336 -0.2 -0.5 -0.6 0.128
H 0.507 -2.339 5.356 -0.7 -0.2 -0.3 0.077
H 1.503 -2.553 2.578 -1.5 -1.5 1.7 0.002
H 0.860 -4.130 2.173 -0.6 -0.1 0.0 0.123
H 1.394 -3.945 3.839 0.8 -0.2 -0.4 0.124
C 3.031 -5.959 -2.376 -1.6 0.3 -0.7 -0.054
C 2.242 -4.608 -2.335 0.4 0.4 0.6 -0.220
C 0.851 -4.508 -2.948 -0.3 0.6 -0.2 -0.069
N 0.088 -3.127 -2.577 1.8 -1.2 0.9 -0.160
C 0.843 -1.911 -3.167 -0.9 -3.0 1.3 0.006
C -0.103 -2.916 -1.028 -0.6 -3.0 -3.1 -0.004
C -1.395 -2.057 -0.982 -0.2 -2.4 -1.7 -0.138
C -2.243 -2.729 -2.016 -0.4 -0.9 0.3 -0.110
C -1.325 -3.189 -3.105 1.0 0.0 -0.7 -0.074
H 3.934 -6.028 -1.770 -0.2 0.6 0.0 0.085
H 3.292 -6.145 -3.418 0.1 -0.3 0.1 0.083
H 2.345 -6.731 -2.028 0.2 -0.3 -0.1 0.075
H 2.886 -3.846 -2.773 0.0 0.2 0.3 0.106
H 1.995 -4.370 -1.300 0.7 0.2 0.4 0.094
H 0.230 -5.324 -2.579 -0.3 0.2 0.1 0.131
H 0.831 -4.520 -4.038 0.0 0.0 0.0 0.137
H 0.700 -1.937 -4.247 -0.5 -0.3 0.2 0.124
H 1.922 -1.996 -3.034 0.0 0.0 0.6 0.126
H 0.439 -1.007 -2.710 0.0 -1.7 0.4 0.060
H 0.754 -2.494 -0.504 0.4 -3.0 -2.9 0.101
H -0.282 -3.906 -0.610 -0.3 -0.3 -0.1 0.152
H -1.228 -1.021 -1.275 0.8 -4.0 -0.5 0.053
H -1.835 -1.907 0.004 0.5 -1.6 -2.3 0.073
H -2.930 -1.980 -2.410 2.7 -3.2 0.2 0.030
H -2.740 -3.622 -1.637 -0.5 0.3 0.2 0.148
H -1.338 -2.520 -3.966 -0.2 -0.3 -0.2 0.133
H -1.501 -4.226 -3.393 -0.1 0.3 -0.3 0.139
C 2.823 -1.850 5.515 -0.4 -0.3 -0.2 -0.061
C 2.984 -1.842 3.984 1.0 1.2 0.4 -0.180
C 2.604 -0.481 3.234 0.5 -1.4 -0.6 -0.043
N 2.938 -0.488 1.712 -1.4 -1.0 1.3 -0.105
C 1.897 -1.431 1.055 4.9 0.5 2.9 0.049
C 4.352 -0.848 1.415 0.6 -0.1 -0.3 -0.089
C 5.094 0.334 2.002 0.9 0.5 -0.2 -0.090
C 4.162 1.582 1.680 1.4 -1.7 0.7 -0.067
C 2.867 0.950 1.144 2.4 -3.6 7.0 -0.169
H 1.830 -2.153 5.849 0.2 1.0 0.1 0.035
H 3.147 -0.900 5.939 0.0 -0.3 0.4 0.095
H 3.302 -2.728 5.948 1.1 0.4 -0.1 0.099
H 2.460 -2.725 3.619 1.9 1.3 0.5 0.036
H 4.059 -1.941 3.833 0.0 -0.1 -0.2 0.112
H 3.060 0.372 3.736 0.3 -0.1 -0.3 0.141
H 1.531 -0.294 3.192 2.5 0.2 -0.3 0.045
H 0.876 -1.100 1.246 3.7 0.3 3.8 0.078
H 2.012 -2.400 1.541 1.0 0.6 -2.0 0.091
H 1.966 -1.450 -0.033 2.0 -0.6 1.5 0.137
H 4.501 -0.894 0.336 -0.3 -0.2 0.9 0.117
H 4.617 -1.837 1.787 -0.2 0.2 0.4 0.145
H 6.088 0.495 1.585 -0.3 -0.2 -0.6 0.127
H 5.404 0.063 3.011 -0.8 0.7 0.6 0.114
H 4.495 2.172 0.826 1.8 -1.3 1.8 0.082
H 4.046 2.274 2.515 -0.3 -0.2 0.1 0.133
H 2.873 0.798 0.065 2.5 -5.4 3.5 0.048
H 2.075 1.655 1.400 -0.9 -1.2 1.0 0.171
B 0.277 -0.073 -0.174 2.0 0.8 -2.0 -1.377
F 1.583 0.211 -0.509 -11.1 0.4 2.5 0.015
F 0.194 -1.384 0.131 -5.0 4.4 -1.6 -0.126
F -0.070 0.637 0.895 3.0 0.7 2.2 0.095
F -0.558 0.241 -1.228 5.1 -1.2 0.1 -0.040
B 4.361 0.034 -1.588 3.2 -1.5 -1.8 -1.385
F 4.824 -1.091 -2.218 -0.1 -1.0 -0.1 0.196
F 4.166 1.014 -2.511 1.0 0.7 -2.4 0.161
F 3.149 -0.197 -1.005 6.6 -4.1 -3.0 0.083
F 5.304 0.468 -0.661 0.4 0.3 0.0 0.165
```
Forces are in eV/Å.

Gap between HOMO and LUMO ... 8.84 eV
Electronic energy ... -79670.021 eV
E_HOMO ... -14.998 eV
E_LUMO ... -6.16 eV
Total charge ... +3

2.
Entry from OMol25: a structure of composition C40H96B3BrIN3O20PS11 in a non-equilibrium geometry (ωB97M-V/def2-TZVPD).

```
176
Properties=species:S:1:pos:R:3:forces:R:3:lowdin_charge:R:1
C -2.555 6.778 2.868 1.1 0.8 -0.6 -0.128
C -1.511 6.134 1.828 -0.8 -0.7 -0.6 -0.245
C -1.899 4.628 1.361 0.3 1.2 -1.0 -0.175
C -1.132 4.413 -0.074 -1.1 1.5 2.7 -0.273
N -1.117 2.957 -0.293 -0.3 1.4 -2.5 -0.034
C -0.604 2.419 -1.537 -2.7 2.3 0.5 -0.391
Br 0.220 3.961 -2.586 1.0 -0.6 1.5 1.076
C -1.637 1.733 -2.673 1.8 -0.2 2.0 -0.268
O -1.268 2.449 -3.860 -2.6 -0.2 -0.8 -0.294
C -2.247 2.703 -4.841 -2.6 -1.3 -5.3 -0.327
O -2.635 1.804 -5.654 1.8 2.9 4.1 0.060
C -2.823 4.157 -5.232 -0.6 3.7 -0.3 -0.048
C -3.561 4.360 -6.610 0.5 1.6 1.7 0.018
C -4.114 5.714 -7.100 1.8 -0.6 3.1 -0.043
C -3.948 6.977 -6.214 1.4 -3.9 1.2 -0.054
C -3.230 6.813 -4.829 -0.6 -2.4 -2.4 -0.052
C -2.671 5.426 -4.359 -1.4 0.7 -2.5 -0.026
B -3.192 2.110 -2.468 -2.4 2.1 2.1 -0.400
C -4.529 1.222 -2.611 -0.8 0.0 -0.7 -0.004
O -3.449 3.482 -2.039 0.5 -2.7 -0.9 0.078
C -1.032 0.200 -2.584 -0.3 0.9 -1.9 -0.407
S -0.146 0.155 -4.285 1.0 -1.6 -0.2 0.912
P -2.177 -1.274 -3.067 0.6 -5.2 -3.4 0.670
O -1.341 -2.474 -3.610 -1.7 3.4 2.4 -0.370
O -3.116 -1.900 -1.822 0.2 1.7 -1.5 -0.175
O -3.132 -0.888 -4.459 0.6 -0.4 3.3 -0.188
C -0.045 -0.063 -1.278 -1.6 -3.2 -2.1 -0.256
C -0.800 -0.800 -0.029 -0.5 0.8 1.1 -0.094
C -2.145 -0.156 0.518 -0.9 -0.6 1.8 -0.264
C -2.007 0.529 2.001 0.0 -0.1 -0.6 -0.582
I -3.591 -0.302 3.310 0.7 0.5 -0.5 0.735
C 0.995 -1.228 -1.663 0.5 -0.3 0.0 -0.054
B 2.107 -1.648 -0.563 1.0 -1.8 1.0 -0.482
O 2.883 -0.760 0.270 -0.7 -0.6 -2.2 0.094
O 2.419 -3.068 -0.408 -0.1 2.8 -1.6 0.080
N 0.443 1.339 -1.038 0.9 -1.0 1.5 -0.020
O 0.460 1.531 0.348 0.2 -0.8 2.0 0.011
B 1.804 1.891 -1.392 5.1 2.6 -0.2 -0.647
N 2.691 1.655 -2.555 -1.9 -0.4 0.1 0.166
O 2.437 2.788 -0.421 -2.1 -0.9 -2.2 0.084
H -2.001 6.945 3.847 -1.3 -0.4 -1.3 0.049
H -3.532 6.204 2.984 1.6 0.6 0.1 0.078
H -2.829 7.818 2.464 0.3 -1.4 0.7 0.077
H -0.435 6.086 2.214 -1.5 0.3 -0.4 0.110
H -1.542 6.778 0.871 0.3 -1.0 1.4 0.106
H -1.609 3.828 2.124 -0.4 1.2 -1.0 0.110
H -3.023 4.628 1.153 1.4 -0.3 0.4 0.113
H -1.777 5.030 -0.806 1.3 -1.1 0.8 0.104
H -0.100 4.899 0.113 -1.5 -1.2 -0.8 0.121
H -1.988 2.571 0.072 0.4 -0.2 -0.6 0.100
H -3.680 3.432 -7.267 0.1 1.6 1.0 0.097
H -4.622 5.710 -8.130 0.9 0.1 1.8 0.108
H -4.335 7.980 -6.596 0.6 -1.6 0.8 0.096
H -3.136 7.760 -4.184 0.0 -1.9 -1.0 0.094
H -2.151 5.377 -3.340 -1.0 0.1 -1.8 0.054
H -4.699 1.049 -3.745 0.3 -0.1 1.8 0.101
H -5.475 1.796 -2.267 1.6 -0.8 -0.4 0.096
H -4.546 0.237 -2.037 0.2 1.2 -1.0 0.062
H -4.415 3.640 -1.983 0.8 -0.1 -0.1 0.119
H 0.863 1.087 -4.318 -1.0 0.0 0.8 -0.075
H -3.973 -2.287 -2.124 0.9 0.4 0.1 0.110
H -3.546 -1.762 -4.671 0.6 0.8 0.0 0.095
H -1.016 -1.911 -0.258 0.5 2.0 -0.2 0.147
H -0.138 -0.834 0.924 -0.6 0.0 -1.9 0.135
H -2.698 0.591 -0.123 0.8 -0.9 0.2 0.094
H -2.890 -1.024 0.700 1.3 1.5 -0.7 0.063
H -2.206 1.649 1.995 0.5 -1.6 0.1 0.019
H -1.033 0.264 2.526 -1.3 0.5 -0.8 0.053
H 0.390 -2.198 -1.848 0.7 1.9 0.0 0.129
H 1.594 -1.078 -2.621 -1.0 0.1 0.9 0.104
H 3.759 -0.695 -0.195 -0.8 0.0 1.1 0.140
H 2.414 -3.508 -1.289 -0.4 0.1 0.9 0.119
H 1.126 0.929 0.766 0.0 0.2 -0.9 0.150
H 2.565 0.764 -3.039 0.0 0.6 -0.1 0.049
H 2.677 2.440 -3.237 0.3 -0.8 0.7 0.090
H 2.979 3.453 -0.908 -0.2 -1.0 0.5 0.121
C 3.377 -5.497 1.214 0.1 0.1 0.2 -0.276
S 2.400 -6.529 2.329 0.2 0.0 0.1 0.817
O 2.710 -6.095 3.727 0.1 -0.1 -0.4 -0.560
C 3.311 -8.057 2.024 0.0 0.0 0.0 -0.284
H 3.003 -4.476 1.273 0.0 -0.2 0.1 0.023
H 4.427 -5.516 1.511 -0.1 -0.1 0.1 0.062
H 3.269 -5.862 0.191 0.0 0.0 0.1 0.053
H 4.365 -7.920 2.272 -0.1 0.0 0.0 0.053
H 3.206 -8.341 0.975 0.0 0.0 0.0 0.058
H 2.890 -8.842 2.654 0.0 0.1 0.0 0.029
C -1.985 3.655 -12.019 0.0 0.1 -0.1 -0.260
S -2.739 2.679 -10.701 0.0 0.1 0.1 0.813
O -3.940 3.430 -10.217 0.3 0.0 0.0 -0.573
C -1.422 2.937 -9.496 -0.1 0.1 0.1 -0.265
H -2.664 3.665 -12.873 0.0 -0.1 0.1 0.051
H -1.819 4.678 -11.677 0.0 -0.1 0.1 0.036
H -1.039 3.199 -12.316 -0.1 0.0 0.1 0.058
H -1.292 4.005 -9.312 0.0 -0.1 -0.1 0.003
H -0.492 2.505 -9.871 -0.1 0.0 0.0 0.063
H -1.702 2.439 -8.567 -0.1 -0.1 -0.1 0.037
C 3.025 -12.047 2.052 0.0 0.0 -0.1 -0.269
S 4.532 -11.329 2.743 0.1 -0.3 0.2 0.759
O 5.631 -11.554 1.752 -0.3 0.0 0.2 -0.556
C 4.734 -12.545 4.060 0.0 0.0 -0.1 -0.266
H 2.732 -11.461 1.180 0.1 0.0 0.1 0.042
H 3.207 -13.079 1.750 0.1 0.1 0.0 0.057
H 2.228 -12.008 2.797 0.1 0.0 0.0 0.054
H 4.811 -13.546 3.635 0.0 0.1 0.0 0.049
H 3.882 -12.490 4.740 0.0 0.1 0.0 0.063
H 5.647 -12.313 4.608 -0.1 0.1 -0.1 0.035
C -0.738 -3.674 -6.340 0.1 0.0 0.0 -0.280
S 0.783 -3.682 -7.311 -0.1 0.2 0.0 0.806
O 1.299 -2.278 -7.347 -0.2 -0.3 0.0 -0.571
C -0.006 -4.008 -8.903 0.0 0.1 -0.1 -0.272
H -0.484 -3.448 -5.304 0.0 0.0 -0.2 0.011
H -1.420 -2.911 -6.720 0.1 0.0 0.0 0.058
H -1.210 -4.658 -6.390 0.1 0.0 -0.1 0.057
H -0.733 -3.225 -9.126 0.1 0.0 0.1 0.057
H -0.500 -4.981 -8.872 0.1 0.0 0.1 0.052
H 0.764 -4.019 -9.674 0.0 0.0 0.1 0.050
C 8.568 -14.474 3.357 0.0 0.1 0.0 -0.266
S 7.803 -15.481 4.646 -0.1 0.1 0.1 0.817
O 6.582 -14.757 5.113 0.4 -0.1 -0.1 -0.559
C 9.092 -15.220 5.883 0.0 0.1 0.1 -0.272
H 7.907 -14.463 2.490 0.0 0.0 0.1 0.051
H 8.711 -13.453 3.716 -0.1 -0.1 0.0 0.059
H 9.528 -14.911 3.074 -0.1 0.0 0.0 0.051
H 9.203 -14.153 6.086 -0.1 0.0 -0.1 0.058
H 10.035 -15.633 5.519 -0.1 0.0 0.0 0.051
H 8.802 -15.736 6.798 -0.1 0.0 -0.1 0.049
C -4.456 7.524 7.706 -0.1 0.0 0.0 -0.262
S -2.851 7.153 6.970 -0.2 -0.1 0.2 0.822
O -3.100 6.600 5.601 -0.1 0.0 0.7 -0.582
C -2.461 5.761 8.053 -0.1 -0.1 0.0 -0.258
H -4.905 8.350 7.154 0.2 0.0 0.0 0.054
H -5.106 6.649 7.641 0.1 0.0 -0.1 0.058
H -4.321 7.817 8.748 0.1 0.1 -0.1 0.047
H -3.234 4.995 7.967 0.0 0.0 -0.1 0.048
H -2.391 6.111 9.084 0.0 0.1 -0.1 0.056
H -1.502 5.343 7.746 -0.1 0.1 -0.1 0.048
C 4.905 -7.569 6.000 0.0 0.1 0.1 -0.266
S 6.009 -8.775 5.234 0.0 0.0 0.2 0.779
O 6.119 -9.938 6.167 0.0 0.3 -0.3 -0.551
C 7.515 -7.795 5.412 0.1 0.0 0.1 -0.267
H 3.901 -7.991 6.030 0.1 0.0 -0.1 0.053
H 5.238 -7.351 7.017 0.1 -0.1 0.0 0.058
H 4.893 -6.654 5.404 -0.1 -0.1 -0.1 0.043
H 7.687 -7.563 6.465 -0.1 -0.1 0.0 0.057
H 7.420 -6.873 4.835 -0.1 -0.1 0.0 0.051
H 8.353 -8.377 5.027 -0.1 0.0 0.0 0.050
C -0.671 7.620 -7.952 0.1 0.0 0.1 -0.263
S -0.797 6.676 -9.486 0.2 0.1 0.0 0.786
O 0.343 5.709 -9.513 -0.2 0.3 0.0 -0.550
C -0.372 8.044 -10.586 0.1 0.1 0.0 -0.258
H -0.864 6.946 -7.116 -0.1 0.0 -0.1 0.037
H 0.331 8.041 -7.855 0.0 -0.1 -0.1 0.060
H -1.416 8.417 -7.952 0.0 -0.1 0.0 0.053
H 0.611 8.440 -10.325 0.0 -0.1 0.0 0.060
H -1.127 8.828 -10.501 0.0 -0.1 0.0 0.056
H -0.353 7.671 -11.610 0.0 -0.1 0.1 0.052
C -3.173 -0.376 8.545 0.0 0.0 0.1 -0.267
S -3.939 0.788 7.396 0.0 0.2 0.2 0.761
O -3.993 2.118 8.075 0.0 -0.4 -0.1 -0.561
C -5.595 0.072 7.477 -0.1 0.0 0.1 -0.269
H -2.128 -0.092 8.676 -0.1 0.1 -0.1 0.050
H -3.682 -0.338 9.509 0.0 0.1 -0.1 0.059
H -3.223 -1.384 8.131 0.0 0.1 0.0 0.053
H -5.955 0.081 8.507 0.1 0.0 0.0 0.059
H -5.568 -0.952 7.097 0.1 0.0 0.0 0.051
H -6.260 0.671 6.854 0.1 0.0 0.0 0.050
C -0.446 10.417 8.290 0.0 0.0 -0.1 -0.273
S -1.583 10.739 9.656 -0.2 0.0 -0.1 0.809
O -2.934 10.254 9.238 0.4 0.1 0.0 -0.567
C -1.576 12.537 9.488 0.0 0.1 -0.1 -0.270
H -0.330 9.337 8.186 -0.1 0.1 0.1 0.038
H -0.849 10.829 7.364 -0.1 0.0 0.1 0.059
H 0.525 10.864 8.510 -0.1 0.0 0.1 0.053
H -1.910 12.819 8.487 0.0 -0.1 0.0 0.058
H -0.569 12.916 9.669 0.0 -0.1 0.0 0.053
H -2.259 12.955 10.228 0.0 -0.1 0.0 0.051
```
Forces are in eV/Å.

Gap between HOMO and LUMO ... 6.54 eV
Electronic energy ... -297087.365 eV
E_HOMO ... -9.501 eV
E_LUMO ... -2.96 eV
Total charge ... +1

- Number 2 is which compound?
  C40H96B3BrIN3O20PS11